The following is a quantum chemistry calculation of an isolated molecule of C8H9N3O2 at a distorted geometry, from OMol25.

- SMILES = CC(=O)NNC(=O)c1ccccn1
- gap between HOMO and LUMO (eV) = 9.077
- HOMO energy (eV) = -8.9
- F_max (eV Å⁻¹) = 1.96
- charge = 0
- energy relative to the best compared isomer or geometry (same formula, charge and spin) (kcal per mole) = 0.0

Last column: natural (NBO) charge in e.
Element x y z (Å)
C (3.562, -1.377, 0.307)  -0.706
C (2.930, -0.003, 0.084)  0.649
C (-0.106, 1.723, -0.218)  0.626
C (-1.244, 0.726, -0.162)  0.077
C (-2.432, 1.191, 0.319)  -0.192
C (-3.520, 0.321, 0.448)  -0.168
C (-3.325, -0.985, 0.063)  -0.242
C (-2.080, -1.388, -0.441)  0.041
H (2.832, -2.226, 0.533)  0.216
H (4.131, -1.603, -0.646)  0.240
H (4.260, -1.243, 1.171)  0.248
H (0.996, -0.687, -0.574)  0.446
H (1.925, 1.968, -0.482)  0.436
H (-2.446, 2.242, 0.659)  0.255
H (-4.442, 0.715, 0.838)  0.227
H (-4.193, -1.682, 0.087)  0.227
H (-1.862, -2.415, -0.733)  0.203
N (1.631, 0.043, -0.213)  -0.459
N (1.146, 1.307, -0.472)  -0.442
N (-1.069, -0.535, -0.566)  -0.446
O (3.629, 0.992, 0.137)  -0.641
O (-0.322, 2.916, -0.140)  -0.596

The following is a quantum chemistry calculation of C60H64Cl2F3N11NiO3 as an isolated structure at a distorted geometry, from OMol25.

- gap between HOMO and LUMO (spin up / spin down) (eV) = 7.789 / 7.683
- HOMO energy (spin up / spin down) (eV) = -7.7 / -7.6
- F_max (eV Å⁻¹) = 4.70
- charge = 0
- energy relative to the best compared isomer or geometry (same formula, charge and spin) (kcal per mole) = 68.5
- spin multiplicity = 3

Last column: Mulliken charge in e.
Element x y z (Å)
Ni (4.497, -0.824, 1.120)  0.218
C (0.957, -0.697, 0.990)  -0.046
O (0.687, 0.598, 0.472)  0.495
O (2.341, -0.726, 1.186)  0.658
C (-0.018, -0.894, 2.182)  0.394
F (-0.010, -2.101, 2.760)  -0.212
F (-0.030, 0.052, 3.182)  -0.263
F (-1.276, -0.818, 1.755)  -0.213
C (0.440, 0.871, -0.922)  1.416
C (-0.037, 2.343, -0.892)  -1.081
H (0.733, 2.931, -0.392)  0.131
H (-0.124, 2.708, -1.915)  0.118
H (-0.954, 2.587, -0.354)  0.074
H (-0.284, 0.297, -1.500)  -0.374
H (1.340, 0.823, -1.536)  -0.525
H (0.793, -1.486, 0.257)  -0.535
O (4.610, 0.072, 2.963)  -0.791
H (5.060, 0.774, 2.455)  0.152
N (2.002, 0.994, -4.313)  -0.055
C (1.421, 1.183, -5.483)  -0.046
C (1.627, 2.365, -6.213)  -0.564
C (2.444, 3.412, -5.728)  -0.446
C (3.075, 3.199, -4.504)  -0.811
C (2.853, 1.968, -3.810)  0.259
H (0.698, 0.445, -5.799)  0.306
H (1.063, 2.461, -7.129)  0.400
H (2.649, 4.359, -6.206)  0.426
H (3.703, 3.928, -4.014)  0.358
H (3.284, 1.903, -2.822)  0.242
N (4.570, -1.971, -0.652)  0.502
C (3.702, -1.819, -1.719)  -0.288
C (3.695, -2.606, -2.872)  -1.089
C (4.376, -3.812, -2.820)  -0.389
C (5.200, -4.124, -1.755)  -0.677
C (5.299, -3.176, -0.705)  -0.459
H (2.914, -1.098, -1.564)  0.642
H (2.942, -2.536, -3.643)  0.537
H (4.235, -4.501, -3.640)  0.491
H (5.745, -5.047, -1.626)  0.456
H (5.834, -3.516, 0.169)  0.386
N (-1.572, 6.911, 2.592)  -0.633
C (-1.630, 5.935, 3.505)  -0.265
C (-2.081, 4.642, 3.212)  -0.458
C (-2.409, 4.325, 1.872)  0.031
C (-2.379, 5.359, 0.927)  -0.437
C (-1.932, 6.591, 1.314)  -0.212
H (-1.276, 6.022, 4.521)  0.400
H (-2.118, 3.852, 3.947)  0.375
H (-2.671, 3.324, 1.564)  0.556
H (-2.821, 5.190, -0.044)  0.322
H (-2.042, 7.298, 0.505)  0.348
N (3.291, 2.374, 4.338)  -0.334
C (2.195, 2.170, 3.536)  -0.477
C (1.329, 3.193, 3.114)  0.160
C (1.738, 4.518, 3.293)  -0.584
C (2.835, 4.844, 4.045)  -0.619
C (3.500, 3.709, 4.558)  -0.482
H (1.909, 1.141, 3.374)  0.494
H (0.410, 3.129, 2.550)  0.522
H (1.103, 5.317, 2.939)  0.476
H (2.956, 5.876, 4.339)  0.441
H (4.394, 3.970, 5.105)  0.359
N (4.438, 0.838, -0.083)  0.591
C (3.651, 1.931, 0.215)  -0.380
C (3.938, 3.213, -0.275)  -0.859
C (4.954, 3.408, -1.192)  -0.461
C (5.705, 2.256, -1.522)  -0.761
C (5.393, 1.045, -1.000)  -0.167
H (2.825, 1.703, 0.873)  0.505
H (3.342, 4.074, -0.011)  0.492
H (5.066, 4.349, -1.709)  0.536
H (6.506, 2.333, -2.243)  0.396
H (5.979, 0.167, -1.228)  0.493
N (4.346, -2.897, 2.135)  0.319
C (5.371, -3.310, 2.934)  -0.510
C (5.384, -4.447, 3.754)  -0.637
C (4.328, -5.413, 3.695)  -0.452
C (3.281, -5.019, 2.827)  -0.687
C (3.354, -3.789, 2.073)  0.016
H (6.226, -2.653, 3.002)  0.369
H (6.225, -4.663, 4.396)  0.379
H (4.341, -6.402, 4.129)  0.438
H (2.436, -5.687, 2.744)  0.452
H (2.439, -3.533, 1.561)  0.181
N (-3.201, -3.669, -1.058)  -0.091
C (-3.220, -3.440, 0.314)  -0.192
C (-4.355, -3.463, 1.089)  -0.374
C (-5.618, -3.769, 0.510)  -0.667
C (-5.571, -4.034, -0.831)  -0.266
C (-4.368, -4.019, -1.583)  -0.521
H (-2.250, -3.085, 0.629)  0.498
H (-4.251, -3.134, 2.112)  0.461
H (-6.536, -3.796, 1.078)  0.440
H (-6.479, -4.346, -1.326)  0.372
H (-4.463, -4.164, -2.648)  0.355
N (-2.260, 4.642, -5.578)  -0.487
C (-2.223, 4.226, -4.304)  -0.447
C (-3.271, 4.382, -3.430)  -0.112
C (-4.473, 4.928, -3.885)  -0.409
C (-4.615, 5.290, -5.243)  -0.375
C (-3.502, 5.135, -6.015)  -0.401
H (-1.289, 3.751, -4.042)  0.657
H (-3.134, 4.183, -2.377)  0.383
H (-5.197, 5.193, -3.129)  0.391
H (-5.538, 5.704, -5.621)  0.423
H (-3.550, 5.587, -6.994)  0.374
N (-6.440, 0.818, 3.351)  -0.597
C (-5.281, 1.063, 2.656)  -0.574
C (-4.077, 0.425, 2.916)  0.023
C (-4.032, -0.481, 4.003)  -0.148
C (-5.124, -0.636, 4.841)  -0.606
C (-6.329, 0.008, 4.416)  -0.206
H (-5.414, 1.624, 1.743)  0.421
H (-3.217, 0.460, 2.263)  0.412
H (-3.183, -1.068, 4.319)  0.475
H (-5.143, -1.223, 5.747)  0.424
H (-7.232, -0.134, 4.992)  0.378
N (-2.524, -4.630, 5.382)  -0.477
C (-3.051, -5.868, 5.663)  -0.367
C (-3.235, -6.891, 4.710)  -0.257
C (-2.699, -6.675, 3.424)  -0.727
C (-2.198, -5.424, 3.090)  -0.126
C (-2.060, -4.479, 4.079)  -0.438
H (-3.420, -6.058, 6.660)  0.375
H (-3.713, -7.804, 5.033)  0.404
H (-2.876, -7.520, 2.775)  0.382
H (-1.827, -5.258, 2.089)  0.365
H (-1.662, -3.496, 3.876)  0.859
N (-0.989, -1.485, -4.731)  -0.404
C (-1.370, -1.029, -5.911)  -0.624
C (-2.228, 0.079, -6.077)  -0.223
C (-2.850, 0.653, -4.975)  -0.279
C (-2.436, 0.163, -3.733)  -0.781
C (-1.511, -0.887, -3.669)  -0.193
H (-0.944, -1.598, -6.724)  0.408
H (-2.392, 0.433, -7.085)  0.417
H (-3.568, 1.442, -5.143)  0.515
H (-2.861, 0.574, -2.829)  0.453
H (-1.282, -1.252, -2.679)  0.701
C (0.361, -4.224, -1.523)  0.081
Cl (0.204, -4.310, 0.255)  -0.026
Cl (1.559, -5.370, -2.181)  -0.180
H (-0.587, -4.514, -1.977)  0.294
H (0.681, -3.239, -1.861)  -0.194

The following is a quantum chemistry calculation of an isolated molecule of CH4N2O2S at a distorted geometry, from OMol25.

- SMILES = [H]/N=C/S(N)(=O)=O
- gap between HOMO and LUMO (eV) = 10.317
- HOMO energy (eV) = -10.1
- F_max (eV Å⁻¹) = 3.91
- charge = 0
- energy relative to the best compared isomer or geometry (same formula, charge and spin) (kcal per mole) = 52.1

Last column: natural (NBO) charge in e.
Element x y z (Å)
C (-0.183, -1.129, -0.443)  -0.061
N (-1.397, -0.934, -0.369)  -0.612
N (-0.119, 1.649, 0.564)  -1.020
O (1.464, 0.768, -1.582)  -0.874
O (1.769, -0.095, 0.766)  -0.945
S (0.955, 0.361, -0.307)  2.137
H (0.616, -1.954, -0.162)  0.216
H (-2.107, -1.607, -0.495)  0.382
H (-1.126, 1.356, 0.466)  0.393
H (0.129, 1.585, 1.562)  0.385

The following is a quantum chemistry calculation of C12H24ClCoIO8 as an isolated structure at a distorted geometry, from OMol25.

- gap between HOMO and LUMO (spin up / spin down) (eV) = 7.674 / 7.669
- HOMO energy (spin up / spin down) (eV) = -7.3 / -7.3
- F_max (eV Å⁻¹) = 1.39
- charge = 0
- energy relative to the best compared isomer or geometry (same formula, charge and spin) (kcal per mole) = 1.5
- spin multiplicity = 4

Last column: natural (NBO) charge in e.
Element x y z (Å)
Co (-1.150, -0.437, -0.146)  1.468
I (-3.276, -0.259, 1.583)  -0.775
Cl (-2.011, -1.675, -2.022)  -0.810
C (-0.332, 4.463, -2.165)  -0.253
O (-0.359, 3.081, -1.794)  -0.499
C (-1.510, 2.483, -1.499)  1.032
O (-1.552, 1.361, -1.095)  -0.676
O (-2.552, 3.259, -1.704)  -0.506
C (-3.825, 2.695, -1.358)  -0.275
H (-0.713, 5.124, -1.394)  0.194
H (-0.830, 4.608, -3.123)  0.194
H (0.730, 4.639, -2.342)  0.196
H (-4.415, 3.514, -0.944)  0.190
H (-3.720, 1.969, -0.552)  0.241
H (-4.341, 2.272, -2.213)  0.200
C (-0.904, -2.977, 3.088)  -0.275
O (-0.120, -3.768, 2.191)  -0.510
C (0.101, -3.251, 0.996)  1.035
O (-0.181, -2.134, 0.653)  -0.698
O (0.703, -4.081, 0.197)  -0.478
C (1.199, -5.331, 0.693)  -0.253
H (-1.744, -2.497, 2.581)  0.241
H (-0.301, -2.186, 3.528)  0.181
H (-1.289, -3.657, 3.841)  0.198
H (2.027, -5.145, 1.378)  0.187
H (1.592, -5.836, -0.183)  0.203
H (0.411, -5.903, 1.174)  0.203
C (1.226, -1.466, -3.230)  -0.745
C (1.553, -0.553, -2.105)  0.638
O (0.742, -0.276, -1.250)  -0.608
C (2.887, 0.156, -2.123)  -0.714
H (0.672, -0.994, -4.044)  0.264
H (0.595, -2.295, -2.906)  0.284
H (2.109, -1.894, -3.713)  0.209
H (3.574, -0.364, -2.794)  0.219
H (3.339, 0.385, -1.166)  0.236
H (2.687, 1.090, -2.667)  0.244
C (1.583, 2.475, 2.008)  -0.720
C (0.579, 1.366, 2.182)  0.638
O (-0.028, 0.924, 1.236)  -0.594
C (0.375, 0.815, 3.560)  -0.736
H (2.475, 2.240, 2.591)  0.226
H (1.171, 3.435, 2.315)  0.243
H (1.858, 2.532, 0.955)  0.238
H (-0.634, 0.420, 3.670)  0.266
H (0.470, 1.607, 4.311)  0.225
H (1.129, 0.066, 3.804)  0.238

The following is a quantum chemistry calculation of a 9-piece molecular cluster, C4H24NO11 overall at a distorted geometry, from OMol25.

- gap between HOMO and LUMO (eV) = 9.694
- HOMO energy (eV) = -6.9
- F_max (eV Å⁻¹) = 2.85
- charge = -1
- energy relative to the best compared isomer or geometry (same formula, charge and spin) (kcal per mole) = 44.3

Last column: natural (NBO) charge in e.
Element x y z (Å)
C (-0.091, -1.534, 2.238)  -0.062
O (0.872, -1.755, 3.267)  -0.735
C (0.560, -1.039, 0.912)  -0.045
C (-0.070, 0.320, 0.560)  -0.542
C (0.814, 1.031, -0.494)  0.813
O (2.034, 1.168, -0.262)  -0.782
O (0.211, 1.432, -1.533)  -0.809
N (0.258, -1.959, -0.189)  -0.882
H (-0.665, -2.443, 2.034)  0.160
H (-0.746, -0.799, 2.671)  0.183
H (1.390, -2.551, 3.106)  0.474
H (1.633, -1.025, 1.064)  0.159
H (-0.185, 0.959, 1.430)  0.202
H (-1.048, 0.109, 0.147)  0.245
H (0.376, -2.931, 0.086)  0.356
H (0.918, -1.817, -0.941)  0.393
H (2.885, -0.167, -1.243)  0.501
H (2.366, -0.310, -2.617)  0.476
O (2.773, -0.855, -1.927)  -0.989
H (-3.372, 0.921, -0.127)  0.500
H (-3.150, 0.139, -1.381)  0.493
O (-3.595, 0.043, -0.516)  -1.025
H (1.814, 3.011, 1.419)  0.473
H (3.194, 3.125, 0.849)  0.481
O (2.607, 3.562, 1.483)  -0.954
H (-1.010, 0.414, -2.121)  0.501
H (-1.392, -1.105, -2.310)  0.500
O (-1.692, -0.209, -2.488)  -1.022
H (3.671, -2.334, 0.905)  0.476
H (2.706, -1.661, 1.886)  0.472
O (3.409, -2.325, 1.830)  -0.955
H (-2.005, -2.501, -0.313)  0.471
H (-3.317, -1.770, -0.499)  0.501
O (-2.861, -2.592, -0.766)  -0.995
H (-2.494, 2.747, -0.284)  0.513
H (-1.901, 2.281, 1.017)  0.468
O (-2.768, 2.415, 0.603)  -0.969
H (-0.844, 2.317, -1.906)  0.494
H (-2.063, 1.635, -2.503)  0.475
O (-1.784, 2.453, -2.078)  -1.014

The lowest charge belongs to which entry?
C4H24NO11